[1]
This record from OMol25 describes a molecular structure, C39H29BrN4PRuS at a distorted geometry. The level of theory is ωB97M-V with the def2-TZVPD basis set.

```
76
Properties=species:S:1:pos:R:3:forces:R:3
Ru 0.222 -0.176 -0.138 -0.893 1.210 0.134
Br -1.610 1.379 1.155 0.193 -0.618 -0.304
S -1.181 3.185 -2.955 -0.033 0.057 -0.023
P -1.541 -2.128 -2.281 -0.220 0.116 0.003
N -0.997 -0.991 -1.411 0.190 -0.005 0.003
N 1.947 -0.556 -1.180 -0.162 -0.366 0.370
N 1.733 0.279 1.293 0.238 -0.029 -0.132
N 0.431 1.645 -1.274 0.066 0.007 0.063
C 1.545 0.534 2.591 0.018 0.109 -0.041
C -5.271 -3.885 -2.128 -0.033 0.001 0.016
C -3.279 -2.546 -1.916 0.022 0.041 0.009
C -0.680 -3.733 -2.218 -0.018 0.004 -0.014
C -1.652 -0.827 -6.694 -0.003 -0.001 0.002
C -3.938 -3.660 -2.430 0.003 -0.005 -0.068
C -1.084 -4.719 -1.322 0.007 0.039 0.063
C 4.278 -0.071 -1.325 -0.088 -0.012 0.038
C 4.254 -0.317 -2.685 -0.055 -0.034 -0.051
C -1.783 -2.178 -6.396 0.012 0.002 -0.020
C 3.050 -0.658 -3.283 0.051 0.005 0.039
C 0.751 -6.116 -1.999 -0.011 -0.002 -0.004
C -3.973 -1.653 -1.108 0.033 -0.033 0.053
C 2.590 0.708 3.473 0.093 -0.002 0.021
C 4.098 0.323 1.666 -0.104 -0.014 -0.058
C 1.918 -0.763 -2.500 0.063 -0.121 -0.031
C -1.805 -2.248 3.215 -0.019 -0.008 0.044
C -5.310 -1.874 -0.809 -0.015 0.005 0.015
C 0.046 -2.858 1.238 0.075 -0.031 0.045
C -1.566 -1.683 -4.049 -0.004 0.015 0.024
C -1.482 0.097 -5.673 0.000 0.005 -0.007
C -5.958 -2.991 -1.315 0.000 -0.016 -0.004
C -1.438 -0.330 -4.353 0.031 0.008 0.069
C -2.900 0.321 3.415 -0.004 0.011 -0.045
C -1.744 -2.605 -5.079 -0.007 -0.027 0.019
C 3.102 -0.183 -0.594 -0.039 -0.001 -0.109
C -3.254 -0.671 4.352 0.006 -0.018 0.000
C 3.892 0.603 3.002 -0.089 0.002 0.047
C -0.256 2.292 -1.976 0.192 0.072 0.004
C -2.728 -1.922 4.241 -0.010 0.001 -0.012
C -2.022 0.012 2.420 -0.026 -0.005 0.082
C -0.373 -5.904 -1.212 0.036 -0.028 0.017
C 0.454 -3.951 -2.997 0.026 0.019 -0.003
C 2.996 0.164 0.833 -0.147 -0.135 0.101
C -0.356 -3.847 2.157 -0.055 -0.014 0.033
C -1.404 -1.261 2.269 -0.123 0.074 -0.126
C -0.449 -1.575 1.249 0.827 -0.204 -0.177
C -1.266 -3.552 3.129 0.020 -0.028 -0.034
C 1.166 -5.136 -2.891 0.009 -0.012 0.011
H 5.156 -0.217 -3.273 0.004 -0.006 -0.005
H 0.518 0.599 2.921 -0.008 -0.004 -0.005
H -3.441 -0.794 -0.714 -0.004 0.006 -0.005
H -1.686 -0.496 -7.724 0.005 0.002 -0.005
H -0.694 -6.661 -0.509 -0.009 -0.005 -0.011
H -5.775 -4.758 -2.522 -0.004 0.001 -0.007
H -3.948 -0.429 5.146 -0.017 -0.003 -0.006
H -1.844 -3.661 -4.855 0.008 -0.015 0.000
H -5.845 -1.175 -0.179 -0.001 0.002 0.007
H 2.040 -5.298 -3.509 0.004 0.001 0.003
H 0.068 -4.843 2.089 -0.003 -0.013 -0.004
H 4.733 0.720 3.671 0.002 0.015 0.007
H 2.974 -0.824 -4.348 0.004 -0.004 -0.004
H -1.308 0.387 -3.548 -0.009 -0.047 -0.079
H 2.380 0.915 4.513 0.011 -0.001 0.010
H 0.945 -0.995 -2.908 0.000 0.055 0.019
H -3.008 -2.699 4.942 0.008 0.002 0.017
H 0.780 -3.193 -3.701 -0.031 -0.034 -0.019
H 0.786 -3.128 0.491 -0.019 -0.002 -0.024
H -1.955 -4.553 -0.700 0.011 -0.010 0.001
H 1.299 -7.046 -1.922 0.012 0.005 0.010
H -1.386 1.152 -5.893 0.004 0.014 0.017
H -3.408 -4.363 -3.064 -0.002 -0.003 0.012
H -3.330 1.311 3.475 -0.006 0.006 0.002
H -6.999 -3.169 -1.077 -0.007 0.002 -0.006
H 5.193 0.238 -0.842 -0.009 0.017 0.004
H -1.587 -4.297 3.847 0.014 -0.001 0.012
H 5.098 0.207 1.276 0.001 -0.001 0.001
H -1.911 -2.899 -7.194 -0.012 -0.008 -0.001
```
Positions in Å, forces in eV/Å.

As for the HOMO energy (spin up / spin down): -0.2667 / -0.2595 hartree. The molecular weight is 797.70 g mol⁻¹. The value obtained for the LUMO energy (spin up / spin down) is -0.6 / -0.7 eV. The net charge is 0. As for the multiplicity: 2.

***

[2]
This record from OMol25 describes a molecular structure, C39H30F4GeN5PdSSi at a distorted geometry. The level of theory is ωB97M-V with the def2-TZVPD basis set.

```
82
Properties=species:S:1:pos:R:3:forces:R:3
Pd 0.602 0.669 -0.235 1.208 -0.761 0.295
Ge -1.366 -0.175 -1.362 -2.214 -1.965 -0.109
S 1.729 -1.534 -0.344 0.044 0.340 0.104
Si 4.889 -2.980 -1.054 0.429 -0.210 0.003
F -0.314 0.968 4.634 0.008 0.024 0.020
F 0.309 2.092 2.382 0.145 -0.071 -0.413
F -2.660 5.621 3.275 -0.052 0.024 0.126
F -3.220 4.565 5.601 -0.075 0.092 -0.042
N -2.681 6.109 0.364 0.066 0.022 -0.087
N 0.167 3.306 -0.648 0.187 1.584 1.026
N -3.744 3.112 8.239 -0.015 -0.003 -0.004
N -1.624 -0.403 6.949 -0.020 0.005 0.054
N 2.862 0.745 -0.556 -0.276 0.358 0.030
C -3.166 1.780 -0.037 -0.265 -0.005 -0.121
C -1.901 0.697 6.734 0.040 0.008 -0.153
C -3.087 2.645 7.411 0.075 0.073 -0.061
C -1.360 -3.163 -0.854 0.274 -0.242 0.128
C -1.554 -0.823 -3.197 0.306 0.799 0.213
C 5.427 -0.155 -1.028 0.128 0.092 -0.023
C -5.520 1.490 0.309 -0.046 0.057 0.041
C -1.855 2.682 5.222 0.081 0.403 -0.521
C -4.379 2.265 0.440 0.140 -0.002 0.048
C -1.199 3.872 2.681 0.044 -0.022 -0.228
C -0.931 -4.120 1.322 -0.006 -0.097 0.048
C -2.789 -0.919 -5.262 -0.123 -0.051 0.077
C -2.378 3.922 4.822 -0.009 -0.341 0.264
C -0.595 -1.903 -5.128 -0.001 -0.087 0.044
C 3.854 1.609 -0.657 -0.064 -0.073 0.023
C -4.232 -0.246 -0.761 -0.004 0.024 0.004
C -5.447 0.242 -0.296 0.044 -0.099 0.023
C 5.166 1.195 -0.891 0.074 -0.114 -0.017
C -1.159 -4.275 -0.037 -0.100 0.048 -0.164
C -1.076 4.339 1.322 -0.445 0.422 0.428
C -0.919 2.106 4.337 -0.039 0.008 0.129
C 5.948 -3.045 -2.603 -0.172 0.050 0.237
C -1.321 -1.894 -0.294 0.382 1.272 -0.151
C -1.740 -1.605 -5.856 -0.012 -0.039 -0.025
C -2.700 -0.523 -3.935 0.156 0.041 -0.072
C -2.079 4.489 3.594 -0.047 0.144 -0.161
C -2.267 2.029 6.447 -0.116 -0.219 0.466
C -0.599 2.696 3.147 0.154 -0.207 -0.024
C -1.120 -1.739 1.082 -0.017 -0.483 0.095
C 3.134 -0.586 -0.642 0.118 -0.192 -0.026
C 5.897 -3.296 0.499 -0.207 0.025 -0.275
C 4.414 -1.110 -0.899 -0.427 -0.160 -0.001
C 3.449 -4.167 -1.213 -0.001 0.260 0.044
C -1.951 5.343 0.820 0.044 -0.017 -0.050
C 1.108 3.572 -1.728 -0.002 -0.213 -0.718
C -0.926 -2.852 1.891 -0.052 0.271 0.034
C -3.085 0.535 -0.649 0.671 0.482 -0.218
C -0.503 -1.513 -3.802 -0.020 0.046 -0.018
C -0.278 3.839 0.302 0.025 -1.240 -0.504
H 3.618 2.659 -0.542 -0.010 0.010 -0.030
H -0.779 -4.990 1.947 0.014 -0.002 -0.010
H -3.682 -0.690 -5.828 0.017 -0.023 -0.029
H 1.850 4.305 -1.420 -0.060 -0.029 0.168
H -4.182 -1.231 -1.208 -0.035 0.001 -0.029
H -2.279 2.396 0.029 0.010 0.026 -0.003
H 2.862 -4.253 -0.299 0.012 -0.008 0.013
H 5.956 1.928 -0.971 -0.010 0.014 0.007
H -0.784 -2.723 2.958 0.020 -0.085 -0.014
H -1.818 -1.918 -6.889 0.019 0.030 -0.010
H -1.540 -3.301 -1.912 0.061 0.044 -0.021
H -6.338 -0.361 -0.409 -0.013 0.011 0.041
H 5.293 -3.172 1.399 0.007 -0.007 0.012
H 6.278 -4.319 0.488 0.017 -0.003 0.018
H 6.301 -4.065 -2.759 0.008 -0.006 0.002
H 5.382 -2.749 -3.488 0.003 -0.007 -0.011
H 0.389 -1.749 -3.229 0.034 0.000 -0.045
H 0.220 -2.442 -5.595 -0.008 -0.006 -0.007
H 1.567 2.642 -2.047 -0.017 -0.027 0.077
H -1.179 -5.264 -0.478 -0.043 -0.022 0.057
H 6.751 -2.621 0.561 0.014 -0.007 0.018
H 0.529 3.969 -2.562 -0.039 -0.007 0.061
H 2.774 -3.898 -2.028 0.008 -0.016 -0.012
H 6.443 -0.473 -1.232 -0.002 -0.005 0.017
H 3.851 -5.158 -1.437 0.077 0.024 -0.012
H -4.432 3.250 0.889 -0.059 -0.026 0.015
H -1.130 -0.750 1.532 -0.038 0.061 0.014
H -6.467 1.859 0.679 -0.017 -0.007 -0.044
H -3.516 0.022 -3.477 -0.008 0.033 -0.037
H 6.827 -2.403 -2.529 0.021 -0.021 -0.026
```
Positions in Å, forces in eV/Å.

As for the HOMO energy (spin up / spin down): -0.4764 / -0.4960 hartree. The molecular weight is 883.88 g mol⁻¹. The value obtained for the LUMO energy (spin up / spin down) is -6.8 / -10.2 eV. The net charge is +2. The energy relative to the best compared isomer or geometry (same formula, charge and spin) comes out at 52.4 kcal/mol. As for the multiplicity: 6.

***

[3]
This record from OMol25 describes a molecular structure, C39H30GeN3O4RuS at a distorted geometry. The level of theory is ωB97M-V with the def2-TZVPD basis set.

```
79
Properties=species:S:1:pos:R:3:forces:R:3
Ru 0.157 0.866 0.658 -1.448 -3.251 2.580
Ge 0.458 -2.200 -0.897 -0.279 0.687 -0.215
S 0.761 2.873 -0.466 0.675 1.399 -0.164
O -0.690 9.022 1.997 0.728 -0.384 -1.295
O -4.310 0.590 0.213 -0.114 -0.017 -0.115
O 0.134 9.637 0.012 -0.155 -0.450 0.511
O -1.945 1.063 1.156 -0.081 0.851 -0.901
N 2.099 0.165 0.923 0.518 0.405 0.585
N -0.091 -0.081 2.655 2.848 1.981 -1.824
N -1.383 -0.279 2.942 -2.159 -0.627 -0.168
C 0.604 -6.450 -1.553 0.118 -0.569 0.084
C -1.268 -0.267 -2.133 0.459 0.299 0.119
C 0.187 7.291 0.625 0.305 -1.279 -0.236
C 0.762 6.877 -0.601 -0.269 0.291 0.445
C -0.153 8.651 0.957 -0.628 1.577 0.939
C 0.754 -4.173 -0.747 -0.173 0.250 0.058
C -3.677 0.083 2.481 -0.404 0.043 0.053
C 0.572 4.546 0.021 -0.215 -1.401 -0.422
C 1.399 -4.663 0.391 -0.132 0.507 -0.101
C -4.639 0.199 1.457 0.250 0.079 0.280
C 0.070 4.942 1.270 -0.001 -0.106 0.283
C -0.110 6.269 1.560 0.015 0.617 -0.243
C -6.358 -0.491 3.007 0.012 0.055 -0.112
C 0.559 -1.249 2.031 -0.684 -0.443 0.287
C -1.061 -1.646 -2.059 0.281 -0.245 0.122
C 3.282 -0.397 -3.583 0.242 0.179 -0.182
C -2.027 -2.472 -2.618 0.257 -0.158 0.090
C 1.233 -6.921 -0.406 0.001 0.186 -0.021
C 3.088 -1.503 2.345 1.233 -0.025 -0.020
C -4.089 -0.323 3.749 0.009 0.109 -0.256
C -2.380 0.263 -2.761 0.009 0.090 -0.085
C 2.140 -1.598 -1.831 -0.534 -0.334 0.259
C 4.470 0.073 1.173 0.482 -0.701 0.530
C -0.048 -1.191 0.663 0.454 0.686 -0.563
C 2.112 -0.786 -2.959 -0.241 -0.058 0.047
C 4.550 -1.620 -1.964 0.301 0.014 -0.051
C 1.992 -0.890 1.794 -0.468 0.569 -0.415
C -2.257 0.330 2.188 1.624 -0.787 0.568
C -3.326 -0.581 -3.320 -0.099 -0.016 -0.020
C 4.508 -0.806 -3.084 0.095 0.047 -0.005
C -5.968 -0.104 1.737 -0.122 0.049 -0.045
C -3.147 -1.951 -3.242 -0.237 -0.021 -0.154
C -5.415 -0.597 4.019 -0.245 -0.101 0.173
C 0.380 -5.099 -1.720 -0.002 0.474 -0.017
C 4.370 -1.019 2.041 -0.762 0.362 -0.283
C 3.377 -2.009 -1.347 -0.183 -0.162 0.021
C 3.334 0.617 0.625 -1.100 -0.067 -0.107
C 1.644 -6.009 0.559 0.079 -0.589 0.011
C 0.944 5.547 -0.887 0.188 0.406 -0.222
H -6.687 -0.009 0.938 -0.106 0.000 -0.125
H 0.521 9.226 -0.768 -0.022 -0.071 0.068
H -0.171 4.170 1.995 -0.025 0.076 -0.087
H 3.247 0.236 -4.461 -0.047 0.051 -0.023
H 1.712 -3.961 1.153 0.001 0.038 0.135
H -7.403 -0.695 3.206 -0.055 -0.038 0.010
H 0.413 -2.179 2.608 0.256 -0.097 0.168
H -3.346 0.840 0.239 0.096 0.013 0.197
H 2.153 -6.365 1.447 -0.009 0.033 0.040
H -5.724 -0.888 5.016 0.024 -0.040 0.049
H -1.917 -3.544 -2.536 -0.063 -0.151 -0.038
H 5.254 -1.466 2.468 0.103 -0.086 0.065
H -0.083 -4.746 -2.631 -0.087 -0.013 -0.113
H 1.409 -7.982 -0.269 -0.001 0.011 -0.017
H 5.436 0.481 0.915 0.068 0.030 -0.081
H 1.384 5.253 -1.831 -0.040 -0.036 -0.010
H 5.428 -0.480 -3.555 0.011 -0.023 -0.049
H 0.293 -7.154 -2.316 -0.014 0.033 -0.025
H -4.214 -0.173 -3.784 -0.043 0.024 -0.041
H 5.506 -1.944 -1.570 0.033 -0.011 0.054
H 3.378 1.423 -0.097 -0.092 0.099 0.109
H 2.958 -2.348 3.008 -0.073 0.025 0.085
H -3.336 -0.426 4.514 0.144 0.042 0.044
H 1.072 7.602 -1.349 -0.016 -0.034 -0.062
H 1.160 -0.463 -3.356 -0.078 0.072 -0.042
H 3.419 -2.649 -0.475 0.062 -0.044 0.111
H -2.517 1.336 -2.802 0.009 0.051 0.066
H -3.896 -2.618 -3.653 -0.032 -0.032 -0.011
H -0.548 0.411 -1.645 -0.355 -0.286 -0.302
H -0.497 6.583 2.521 -0.101 -0.060 0.023
```
Positions in Å, forces in eV/Å.

As for the HOMO energy (spin up / spin down): -0.0246 / -0.0263 hartree. The molecular weight is 810.43 g mol⁻¹. The value obtained for the LUMO energy (spin up / spin down) is 4.2 / 4.2 eV. The net charge is -2. The energy relative to the best compared isomer or geometry (same formula, charge and spin) comes out at 55.4 kcal/mol. As for the multiplicity: 2.

***

- net charge of number 3 (C39H30GeN3O4RuS)?
  -2

***

- What is the net charge in the second record?
  +2

***

- What is the formula in the first record?
  C39H29BrN4PRuS